A single C29H32N4O4S molecule. Source: OMol25; level of theory: ωB97M-V/def2-TZVPD.

Last column: natural (NBO) charge in e.
Element x y z (Å)
C  5.198033  0.068935  -4.537970  -0.73
S  3.750711  0.092714  -3.446466  0.16
C  2.699191  1.225523  -4.433403  -0.50
C  1.280928  1.300652  -3.888660  -0.43
C  1.247435  1.832932  -2.451831  -0.13
N  1.690612  0.837965  -1.485057  -0.61
C  1.151464  -0.378052  -1.295097  0.70
O  0.226086  -0.834418  -1.944733  -0.66
C  1.809398  -1.146624  -0.145641  -0.13
C  0.885205  -2.268098  0.357363  -0.42
C  -0.168918  -1.674214  1.232483  -0.10
C  -0.072844  -0.435219  1.800204  0.15
N  -1.200289  -0.155584  2.529479  -0.52
C  -2.052611  -1.219664  2.434386  0.13
C  -3.315369  -1.409669  2.978130  -0.23
C  -3.956391  -2.598881  2.702035  -0.22
C  -3.357911  -3.580999  1.907444  -0.24
C  -2.103464  -3.402282  1.369129  -0.21
C  -1.432461  -2.206863  1.627962  -0.03
C  1.088553  0.489074  1.614302  -0.11
C  1.771755  0.933826  2.878256  0.09
C  1.310519  1.710034  3.921276  -0.23
C  2.172531  1.967640  4.978511  -0.18
C  3.467211  1.467879  4.989076  -0.22
C  3.937428  0.699715  3.936522  -0.15
C  3.076792  0.442682  2.884006  -0.17
C  3.299811  -0.352410  1.657299  0.67
O  4.281870  -0.971296  1.311785  -0.60
N  2.144712  -0.241628  0.929245  -0.43
C  -0.139088  2.353018  -2.008209  0.68
O  -0.251718  3.437506  -1.473419  -0.63
N  -1.155598  1.513407  -2.262504  -0.64
C  -2.463888  1.701147  -1.680496  -0.24
C  -2.726280  0.641761  -0.590888  0.10
C  -3.125225  -0.716214  -1.177387  -0.44
C  -4.648932  -0.628441  -1.181593  -0.43
C  -4.906705  0.184156  0.084922  -0.07
O  -3.795623  1.053426  0.245303  -0.54
H  5.579908  1.078996  -4.659196  0.21
H  4.925404  -0.356565  -5.500190  0.21
H  5.942356  -0.553674  -4.053250  0.23
H  2.688982  0.838792  -5.453222  0.22
H  3.175121  2.208279  -4.423525  0.20
H  0.696763  1.968949  -4.524927  0.23
H  0.832943  0.307657  -3.919542  0.24
H  1.931057  2.683211  -2.366089  0.23
H  2.508344  1.060769  -0.938384  0.43
H  2.755397  -1.565938  -0.511745  0.27
H  0.430233  -2.764078  -0.501542  0.24
H  1.472539  -3.004216  0.913606  0.22
H  -1.402939  0.713987  2.990515  0.42
H  -3.777864  -0.648525  3.588665  0.22
H  -4.942112  -2.778484  3.105609  0.21
H  -3.896695  -4.497415  1.716287  0.21
H  -1.645773  -4.163814  0.755921  0.21
H  0.776987  1.366628  1.020638  0.23
H  0.311220  2.119204  3.921328  0.21
H  1.828413  2.569666  5.806363  0.22
H  4.113857  1.685583  5.825754  0.22
H  4.942373  0.307859  3.922615  0.23
H  -0.914570  0.559276  -2.518028  0.43
H  -3.226779  1.639056  -2.461516  0.19
H  -2.493863  2.696034  -1.230614  0.24
H  -1.820316  0.566463  0.022881  0.18
H  -2.796373  -1.516895  -0.516195  0.23
H  -2.697755  -0.880189  -2.163260  0.22
H  -5.002736  -0.087546  -2.060179  0.20
H  -5.129771  -1.602703  -1.147536  0.22
H  -4.968648  -0.477118  0.959806  0.17
H  -5.812638  0.793317  0.033187  0.18

Forces on atoms 1 to 2 (eV/Å):
C -0.460 0.057 0.200
S 0.096 0.110 -0.252

Values from the calculation:
Molar mass in g mol⁻¹: 532.7
Total charge: 0
Frontier orbital gap in hartree: 0.3144
SMILES string: CSCC[C@H](NC(=O)[C@@H]1Cc2c([nH]c3ccccc23)[C@H]2c3ccccc3C(=O)N21)C(=O)NC[C@@H]1CCCO1
LUMO in eV: 0.5
Highest occupied orbital energy in eV: -8.027
Maximum force in eV Å⁻¹: 0.61

---

C29H32N7O8SV as an isolated structure in a non-equilibrium geometry. Source: OMol25; level of theory: ωB97M-V/def2-TZVPD.

Last column: Löwdin charge in e.
Element x y z (Å)
V  -0.798438  0.025190  0.189654  0.89
C  -6.024599  -0.281460  -5.707123  -0.06
C  -4.748273  -0.416726  -4.923011  -0.27
C  -4.443980  0.477618  -3.898752  -0.03
C  -3.286483  0.342046  -3.152014  -0.04
C  -2.416612  -0.701105  -3.436132  -0.26
C  -2.692708  -1.599428  -4.454121  -0.05
C  -3.857710  -1.451228  -5.191649  -0.04
S  -0.970846  -0.917154  -2.441605  0.63
O  -0.491444  0.431775  -2.108041  -0.34
O  -0.115022  -1.831973  -3.134613  -0.26
N  -1.482743  -1.377347  -1.015864  -0.23
C  -1.683916  -2.625961  -0.471807  -0.23
C  -1.973032  -3.796049  -1.127216  0.00
C  -2.194918  -4.981899  -0.394357  -0.07
C  -2.133766  -5.005582  0.969415  -0.05
C  -1.815947  -3.818837  1.675956  -0.15
C  -1.678235  -3.752151  3.080922  -0.01
C  -1.312124  -2.578287  3.672240  -0.03
C  -1.074724  -1.449731  2.864302  -0.08
N  -1.216080  -1.468140  1.563101  0.03
C  -1.585773  -2.637923  0.954484  -0.12
H  -6.393941  0.743577  -5.687822  0.07
H  -6.804113  -0.921805  -5.288053  0.08
H  -5.883270  -0.574160  -6.747802  0.08
H  -5.124141  1.293495  -3.683782  0.11
H  -3.053545  1.032169  -2.351484  0.10
H  -1.987113  -2.389866  -4.673538  0.11
H  -4.073778  -2.146488  -5.994782  0.11
H  -2.019454  -3.810943  -2.207912  0.11
H  -2.418465  -5.891872  -0.937030  0.10
H  -2.304465  -5.921019  1.521747  0.11
H  -1.849725  -4.643356  3.673007  0.12
H  -1.180889  -2.498667  4.742035  0.11
H  -0.740816  -0.516511  3.298322  0.11
C  0.078294  2.558887  3.501553  -0.05
N  0.774484  3.198714  2.412739  -0.14
C  1.526684  4.391515  2.765258  -0.04
C  0.477430  2.848084  1.125042  -0.44
N  -0.639789  2.249654  0.782023  0.06
N  1.426144  3.118514  0.191661  -0.13
C  1.101802  2.969663  -1.214251  -0.06
C  2.856712  3.053722  0.472112  -0.05
H  0.750170  2.497537  4.359177  0.10
H  -0.191052  1.547162  3.207336  0.06
H  -0.826736  3.102856  3.804702  0.09
H  0.934514  4.996465  3.459285  0.08
H  1.718649  4.985604  1.875716  0.09
H  2.478747  4.137715  3.239483  0.07
H  -1.352735  2.367899  1.490513  0.04
H  0.061393  3.227415  -1.390004  0.08
H  1.263976  1.947721  -1.561634  0.08
H  1.750727  3.636783  -1.785601  0.09
H  3.340576  4.000820  0.217534  0.10
H  3.302590  2.263131  -0.136726  0.10
H  3.063434  2.816062  1.511653  0.03
O  1.196487  -1.423359  -0.126672  0.03
C  1.687092  -0.604339  0.671306  -0.54
O  0.924670  0.257500  1.238187  -0.14
C  3.146127  -0.481152  0.947702  -0.12
C  3.529655  0.549098  1.782107  0.02
C  4.885279  0.852169  1.982722  -0.16
C  5.857415  0.017584  1.396886  0.08
C  5.420931  -1.019925  0.600311  -0.14
C  4.087427  -1.301355  0.321795  0.05
N  6.452091  -1.881396  -0.023597  -0.36
O  6.072482  -2.761353  -0.772540  0.05
O  7.617732  -1.556630  0.090489  0.06
N  5.236779  1.983159  2.694364  -0.40
O  6.464772  2.259053  2.845050  -0.08
O  4.302094  2.781201  3.064642  -0.14
H  2.786761  1.176468  2.246020  0.10
H  6.904281  0.215650  1.555356  0.11
H  3.792555  -2.098737  -0.340266  0.12
C  -2.824225  0.609408  0.528931  -0.22
H  -3.531165  -0.176322  0.241887  -0.01
H  -3.068430  1.514508  -0.038647  -0.02
H  -3.005735  0.832643  1.589719  -0.01

Forces on atoms 1 to 2 (eV/Å):
V 0.229 1.841 0.209
C -0.020 0.003 -0.013

Values from the calculation:
Molar mass in g mol⁻¹: 689.6
Total charge: -1
2S+1: 4
Frontier orbital gap (alpha / beta) in hartree: 0.1661 / 0.2752
LUMO (alpha / beta) in eV: 1.8 / 1.7
⟨S²⟩: 3.797
Highest occupied orbital energy (alpha / beta) in eV: -2.733 / -5.777
Maximum force in eV Å⁻¹: 1.87

---

An isolated ion of composition C29H32NO4 and charge +1 in a non-equilibrium geometry. Source: OMol25; level of theory: ωB97M-V/def2-TZVPD.

Last column: natural (NBO) charge in e.
Element x y z (Å)
C  -4.971260  -1.234193  1.117222  -0.63
C  -3.646633  -1.813333  1.439538  -0.07
O  -2.671040  -0.699373  1.549498  -0.51
C  -1.505079  -1.060235  2.130818  0.82
O  -1.363936  -2.083876  2.780589  -0.58
C  -0.324256  -0.119876  1.682494  -0.41
C  0.444203  0.409814  2.828806  0.35
N  0.610182  1.650271  3.264929  -0.27
C  1.650431  1.779827  4.339201  -0.25
C  1.732157  3.172460  4.930991  -0.09
O  1.620966  4.171501  3.923417  -0.49
C  0.322368  4.145539  3.300525  -0.08
C  0.012789  2.802142  2.590704  -0.28
C  0.593028  -1.092976  0.704112  -0.23
C  2.126731  -1.147923  0.594124  0.01
C  2.827811  -1.980696  1.512458  -0.22
C  4.223063  -1.987701  1.600047  -0.22
C  4.971765  -1.149040  0.767052  0.00
C  6.457745  -1.016144  0.921617  -0.64
C  4.317003  -0.487296  -0.263245  -0.21
C  2.918405  -0.557574  -0.423197  -0.21
C  -0.096327  -1.036288  -0.647359  -0.05
C  -0.093933  0.196898  -1.295170  -0.21
C  -1.061860  0.513997  -2.228327  -0.27
C  -2.000112  -0.463535  -2.550199  0.38
O  -3.056034  -0.132854  -3.384563  -0.52
C  -2.772520  0.047586  -4.735310  0.29
C  -3.657170  -0.599637  -5.614312  -0.25
C  -3.310959  -0.715580  -6.958491  -0.19
C  -2.160597  -0.095062  -7.448951  -0.23
C  -1.351805  0.654130  -6.581679  -0.17
C  -1.666138  0.744550  -5.215886  -0.30
C  -1.873773  -1.770498  -2.075689  -0.27
C  -0.897427  -2.077729  -1.131147  -0.19
H  -5.669387  -2.053903  0.984798  0.23
H  -5.268123  -0.628573  1.966577  0.22
H  -4.959207  -0.647489  0.218659  0.22
H  -3.627760  -2.357378  2.382560  0.21
H  -3.318974  -2.499093  0.645927  0.19
H  -0.807333  0.742561  1.117982  0.27
H  0.994646  -0.335519  3.441209  0.23
H  1.373180  1.023890  5.098058  0.23
H  2.663898  1.534303  3.937227  0.24
H  0.964324  3.230376  5.697540  0.18
H  2.702757  3.315055  5.400878  0.23
H  -0.508821  4.320636  4.014559  0.18
H  0.335000  4.979145  2.582610  0.23
H  0.401915  2.920059  1.549464  0.24
H  -1.094737  2.637349  2.565556  0.24
H  0.364812  -1.988978  1.251262  0.24
H  2.277549  -2.628556  2.217859  0.22
H  4.750520  -2.504192  2.402310  0.22
H  6.844341  -0.083302  0.512026  0.22
H  6.801249  -1.088255  1.951440  0.22
H  6.889633  -1.840228  0.353217  0.24
H  4.863603  0.230645  -0.880789  0.22
H  2.465929  -0.062411  -1.295883  0.22
H  0.641786  0.937709  -0.964645  0.21
H  -1.089205  1.534432  -2.607887  0.23
H  -4.557343  -1.035525  -5.197506  0.23
H  -3.971210  -1.300172  -7.614983  0.22
H  -1.890898  -0.230589  -8.499109  0.22
H  -0.464087  1.151726  -6.985350  0.22
H  -1.028318  1.358420  -4.574857  0.22
H  -2.615978  -2.507969  -2.357080  0.24
H  -0.811549  -3.091465  -0.738248  0.23

Forces on atoms 1 to 2 (eV/Å):
C -0.197 0.007 0.604
C 0.722 -0.239 0.029

Values from the calculation:
Molar mass in g mol⁻¹: 458.6
Total charge: +1
Frontier orbital gap in hartree: 0.2357
SMILES string: CCOC(=O)[C@@H](C=[N+]1CCOCC1)[C@H](c1ccc(C)cc1)c1ccc(Oc2ccccc2)cc1
LUMO in eV: -4.2
Highest occupied orbital energy in eV: -10.622
Maximum force in eV Å⁻¹: 2.93

---

Question: The lowest total charge belongs to which entry?
Answer: C29H32N7O8SV

---

Question: What is the molar mass in the first record?
Answer: 532.7 g mol⁻¹